Record 1
Here is C7H13N3O5 in the gas phase from the OMol25 dataset. Energies are from ωB97M-V/def2-TZVPD.

```
28
Properties=species:S:1:pos:R:3:forces:R:3
O -0.229 -0.611 -2.140 0.488 0.777 0.696
O -2.728 -2.614 0.836 1.140 1.269 -1.093
O -2.402 -1.728 -1.187 -0.627 -0.574 1.085
O -0.126 1.888 -3.807 0.935 -0.213 0.642
O 1.191 0.219 2.057 -1.611 -1.732 2.045
N -0.566 0.178 -0.017 0.570 0.195 0.207
N 1.971 1.549 -0.710 -0.595 0.566 0.044
N 0.562 -0.758 4.032 1.106 0.435 0.573
C 0.379 -0.486 2.736 1.051 1.615 -1.581
C 1.059 1.704 -3.014 0.089 -0.176 0.104
C 0.743 1.568 -1.527 0.153 -0.484 0.233
C -2.073 -1.886 0.096 -1.019 -0.769 0.640
C -0.901 -1.012 2.149 -0.489 0.183 -0.436
C -0.038 0.264 -1.275 -1.013 0.111 -0.234
C -0.814 -1.139 0.619 0.130 -0.253 -0.086
H 1.592 0.784 -3.320 -0.116 0.379 -0.067
H 1.771 1.402 0.289 0.334 -0.072 -0.731
H -1.737 -0.343 2.451 0.478 -0.234 -0.275
H 0.042 -1.820 0.391 -0.438 0.437 0.012
H 1.737 2.553 -3.124 -0.272 -0.017 -0.222
H 0.132 2.429 -1.223 0.007 -0.240 0.001
H 2.606 0.843 -1.042 0.153 -0.293 0.092
H 1.396 -0.356 4.449 -0.294 -0.147 -0.022
H -0.159 0.896 0.618 -0.635 -1.161 -0.519
H -0.478 0.995 -3.869 -0.327 -0.030 -0.157
H -0.076 -1.243 4.644 -0.063 -0.018 -0.449
H -1.155 -1.987 2.574 0.074 0.098 -0.173
H -1.698 -1.292 -1.686 0.793 0.350 -0.330
```
Forces are in eV/Å.

Properties
Relative energy (zero: lowest compared OMol25 entry of this formula, charge and spin): 7.7 kcal/mol
HOMO level: -9.581 eV
Gap between HOMO and LUMO: 9.90 eV
Net charge: 0

***

Record 2
Here is an isolated ion of composition C7H13N4OS2 and charge +1 from the OMol25 dataset. Energies are from ωB97M-V/def2-TZVPD.

```
27
Properties=species:S:1:pos:R:3:forces:R:3
S -0.945 -0.382 2.704 -0.116 -0.058 -0.134
S -1.637 -0.645 -1.841 0.906 -0.883 2.213
O 0.361 1.767 2.147 0.729 -0.136 0.007
N -1.486 -0.609 -0.198 -0.302 1.356 -2.243
N -1.946 -1.399 1.855 0.655 0.027 4.542
N -0.550 -2.864 -2.395 1.612 -1.455 -0.009
N -0.140 -1.599 -2.032 -0.109 3.517 -2.520
C -1.871 -3.077 -2.484 0.449 0.122 -0.780
C 2.750 2.429 2.404 -1.342 1.241 -0.197
C -0.098 0.644 1.685 -0.376 1.370 1.329
C -2.197 -1.325 0.643 -0.510 -0.500 -2.960
C 1.509 2.508 1.456 -0.332 -0.709 -0.754
C -2.640 -1.973 -2.314 1.171 -0.406 -0.097
C 1.749 1.934 -0.062 -3.555 -1.043 3.032
H 2.402 2.666 -0.359 1.776 1.259 -1.700
H -0.149 0.441 0.658 0.503 -0.278 -1.263
H 3.293 1.500 2.592 -0.159 -0.097 -1.034
H 2.479 2.728 3.450 0.065 0.377 -1.139
H 2.098 0.880 -0.083 0.226 0.870 0.125
H 0.358 -1.101 -2.893 -1.024 -1.510 1.815
H 0.269 -3.481 -2.309 -1.372 -0.389 -0.178
H -2.205 -4.014 -2.913 -0.033 -0.097 0.491
H 0.741 1.958 -0.608 1.561 0.331 0.554
H -3.627 -1.908 -2.658 -1.150 0.384 -0.147
H 1.203 3.648 1.385 0.185 -2.560 0.264
H 3.296 3.225 1.856 0.800 -0.566 1.079
H -3.017 -1.951 0.312 -0.259 -0.166 -0.295
```
Forces are in eV/Å.

Properties
Relative energy (zero: lowest compared OMol25 entry of this formula, charge and spin): 52.2 kcal/mol
HOMO level: -12.040 eV
Gap between HOMO and LUMO: 8.60 eV
Net charge: +1

***

Record 3
Here is an isolated ion of composition C7H13N4S and charge -1 from the OMol25 dataset. Energies are from ωB97M-V/def2-TZVPD.

```
25
Properties=species:S:1:pos:R:3:forces:R:3
S 1.942 5.375 1.417 0.096 0.850 0.276
N 2.012 3.702 1.179 -0.923 -0.710 -1.497
N 1.121 3.158 0.392 0.156 -0.915 0.988
N 2.943 2.954 1.652 1.294 1.809 0.754
N 1.515 1.757 0.377 -0.894 0.778 -0.350
C 2.641 1.658 1.306 -1.494 -2.550 1.592
C 0.862 -0.417 -0.291 1.673 -0.941 0.876
C -1.424 -1.166 -0.822 -0.568 -1.303 -0.898
C -0.963 1.178 -0.208 4.083 1.806 2.844
C 0.413 0.787 0.460 -1.183 1.127 0.752
C -0.041 -1.623 -0.414 0.588 -0.080 -0.474
C -1.860 0.085 -0.064 -2.634 -2.020 -1.704
H -1.456 -0.843 -1.877 0.243 -0.416 0.083
H 3.443 1.084 0.877 0.768 -0.139 -0.334
H -2.187 -0.171 0.948 -0.278 0.480 -0.161
H 1.878 -0.645 0.103 -0.521 -0.396 -0.365
H -2.163 -2.037 -0.730 0.765 1.270 -0.055
H 2.418 1.061 2.338 -0.232 0.477 -1.559
H 0.515 -2.351 -1.040 -0.781 0.384 -0.427
H -0.778 1.375 -1.214 0.399 0.418 -1.936
H 0.153 0.528 1.541 0.468 0.252 -0.735
H -2.578 0.501 -0.800 -1.494 -0.735 1.347
H -1.371 2.081 0.212 -0.026 0.448 0.307
H 0.997 -0.081 -1.289 0.458 0.463 -1.108
H -0.168 -2.202 0.456 0.037 -0.356 1.784
```
Forces are in eV/Å.

Properties
Relative energy (zero: lowest compared OMol25 entry of this formula, charge and spin): 28.5 kcal/mol
HOMO level (alpha / beta): -2.948 / -2.948 eV
Gap between HOMO and LUMO (alpha / beta): 6.15 / 6.15 eV
Net charge: -1

***

Record 4
Here is a 2-piece molecular cluster, C7H13N5 overall from the OMol25 dataset. Energies are from ωB97M-V/def2-TZVPD.

```
25
Properties=species:S:1:pos:R:3:forces:R:3
N -3.403 0.324 0.376 0.000 0.057 0.220
N -3.321 1.167 -0.702 0.195 -0.064 -0.301
N 0.192 -1.210 -0.353 3.296 0.788 0.118
N -2.117 -1.036 1.851 -0.108 0.150 -0.066
N -2.417 -1.684 -0.346 -0.780 -0.232 0.496
C 1.320 -0.890 -0.298 -2.766 -0.706 -0.166
C -2.612 0.893 -1.723 0.182 -0.184 -0.144
C -2.605 -0.792 0.700 0.050 -0.437 -0.482
C 2.690 -0.473 -0.227 0.811 -0.398 -0.084
C 3.000 0.899 0.355 -0.012 0.076 -0.002
C 3.634 -1.324 -0.660 -0.744 0.324 0.219
C 1.774 1.695 0.795 -0.018 0.136 0.126
H 3.690 0.781 1.195 -0.105 -0.115 -0.002
H -3.240 -1.837 -0.918 0.131 0.003 0.170
H -1.995 -0.015 -1.836 -0.303 0.498 0.082
H 3.375 -2.299 -1.054 0.004 0.068 0.005
H 4.676 -1.060 -0.611 0.207 0.084 0.004
H 2.079 2.669 1.199 -0.066 -0.231 -0.129
H 3.562 1.460 -0.396 -0.084 0.022 -0.041
H 1.094 1.871 -0.044 0.064 -0.013 0.108
H -3.743 0.830 1.177 0.025 -0.048 -0.023
H 1.210 1.173 1.578 0.114 0.045 -0.175
H -2.231 -0.239 2.470 0.003 0.061 0.070
H -2.632 1.637 -2.526 0.001 -0.260 0.319
H -1.981 -2.538 -0.001 -0.098 0.379 -0.321
```
Forces are in eV/Å.

Properties
Relative energy (zero: lowest compared OMol25 entry of this formula, charge and spin): 0.0 kcal/mol
HOMO level: -8.683 eV
Gap between HOMO and LUMO: 9.17 eV
Net charge: 0

***

Record 5
Here is C7H13NO in the gas phase from the OMol25 dataset. Energies are from ωB97M-V/def2-TZVPD.

```
22
Properties=species:S:1:pos:R:3:forces:R:3
O -2.208 -1.000 1.661 -0.187 0.195 0.085
N -1.018 -0.918 0.897 -0.499 0.163 -1.229
C 0.760 0.896 1.747 -0.305 -0.339 0.228
C 0.951 0.019 0.536 0.384 1.046 -1.018
C 0.159 0.147 -0.635 0.399 -0.501 1.014
C 2.316 -0.610 0.467 -0.071 0.056 -0.143
C -2.435 -0.045 -1.006 -0.046 0.119 0.141
C 0.689 0.181 -2.038 0.175 -0.244 0.009
C -1.148 -0.229 -0.257 -0.114 -0.455 1.041
H 1.443 0.964 -2.167 -0.103 -0.062 0.032
H -2.908 0.909 -0.753 -0.010 -0.079 -0.052
H 3.081 0.146 0.248 -0.001 -0.013 0.043
H -0.195 1.421 1.731 0.073 -0.031 -0.065
H 0.812 0.314 2.671 0.062 0.042 -0.003
H 1.560 1.646 1.784 -0.006 -0.079 -0.080
H -2.466 -0.102 1.931 0.065 -0.148 -0.235
H 2.375 -1.384 -0.300 -0.018 0.069 0.016
H 1.162 -0.769 -2.311 -0.021 0.009 -0.072
H -0.111 0.368 -2.757 0.045 -0.024 0.079
H 2.571 -1.062 1.429 -0.037 0.085 -0.028
H -3.142 -0.850 -0.799 0.117 0.085 0.167
H -2.247 -0.043 -2.081 0.100 0.105 0.069
```
Forces are in eV/Å.

Properties
Relative energy (zero: lowest compared OMol25 entry of this formula, charge and spin): 89.1 kcal/mol
HOMO level (alpha / beta): -7.905 / -7.905 eV
Gap between HOMO and LUMO (alpha / beta): 8.69 / 8.69 eV
Net charge: 0

***

Record 6
Here is C7H13NO in the gas phase from the OMol25 dataset. Energies are from ωB97M-V/def2-TZVPD.

```
22
Properties=species:S:1:pos:R:3:forces:R:3
O 2.846 0.826 -0.864 -0.324 -0.252 0.290
N 0.629 -1.312 0.958 0.434 1.443 -0.847
C -1.489 -0.077 -0.815 -0.161 -0.294 0.104
C -1.916 0.826 0.342 0.003 0.113 0.027
C 0.031 -0.055 -1.054 0.140 0.371 0.173
C -2.051 -1.489 -0.648 -0.185 -0.163 0.089
C 2.549 0.908 1.496 -0.090 -0.104 -0.025
C 2.169 0.485 0.285 0.298 0.368 0.836
C 0.923 -0.345 0.148 -0.268 -1.356 0.081
H 3.631 1.345 -0.617 -0.442 -0.231 -0.092
H -1.530 1.841 0.206 -0.033 -0.049 0.044
H 1.354 -1.418 1.674 -0.020 0.068 -0.193
H 0.292 0.937 -1.443 0.074 -0.184 0.038
H 3.429 1.524 1.638 0.010 0.000 -0.064
H -1.762 -1.943 0.303 0.103 0.122 -0.175
H -3.009 0.889 0.394 0.142 -0.021 -0.020
H -1.561 0.450 1.306 0.011 -0.016 -0.147
H 0.295 -0.777 -1.837 -0.022 0.084 0.063
H -1.947 0.330 -1.727 0.190 0.002 0.052
H -1.713 -2.143 -1.458 -0.018 0.037 0.095
H 1.977 0.666 2.388 0.068 0.013 -0.285
H -3.146 -1.467 -0.677 0.091 0.048 -0.046
```
Forces are in eV/Å.

Properties
Relative energy (zero: lowest compared OMol25 entry of this formula, charge and spin): 27.6 kcal/mol
HOMO level: -9.257 eV
Gap between HOMO and LUMO: 9.93 eV
Net charge: 0

***

What did the fourth record say?
Here is a 2-piece molecular cluster, C7H13N5 overall from the OMol25 dataset. Energies are from ωB97M-V/def2-TZVPD.

```
25
Properties=species:S:1:pos:R:3:forces:R:3
N -3.403 0.324 0.376 0.000 0.057 0.220
N -3.321 1.167 -0.702 0.195 -0.064 -0.301
N 0.192 -1.210 -0.353 3.296 0.788 0.118
N -2.117 -1.036 1.851 -0.108 0.150 -0.066
N -2.417 -1.684 -0.346 -0.780 -0.232 0.496
C 1.320 -0.890 -0.298 -2.766 -0.706 -0.166
C -2.612 0.893 -1.723 0.182 -0.184 -0.144
C -2.605 -0.792 0.700 0.050 -0.437 -0.482
C 2.690 -0.473 -0.227 0.811 -0.398 -0.084
C 3.000 0.899 0.355 -0.012 0.076 -0.002
C 3.634 -1.324 -0.660 -0.744 0.324 0.219
C 1.774 1.695 0.795 -0.018 0.136 0.126
H 3.690 0.781 1.195 -0.105 -0.115 -0.002
H -3.240 -1.837 -0.918 0.131 0.003 0.170
H -1.995 -0.015 -1.836 -0.303 0.498 0.082
H 3.375 -2.299 -1.054 0.004 0.068 0.005
H 4.676 -1.060 -0.611 0.207 0.084 0.004
H 2.079 2.669 1.199 -0.066 -0.231 -0.129
H 3.562 1.460 -0.396 -0.084 0.022 -0.041
H 1.094 1.871 -0.044 0.064 -0.013 0.108
H -3.743 0.830 1.177 0.025 -0.048 -0.023
H 1.210 1.173 1.578 0.114 0.045 -0.175
H -2.231 -0.239 2.470 0.003 0.061 0.070
H -2.632 1.637 -2.526 0.001 -0.260 0.319
H -1.981 -2.538 -0.001 -0.098 0.379 -0.321
```
Forces are in eV/Å.

Properties
Relative energy (zero: lowest compared OMol25 entry of this formula, charge and spin): 0.0 kcal/mol
HOMO level: -8.683 eV
Gap between HOMO and LUMO: 9.17 eV
Net charge: 0

***

> Which value of net charge does entry 4 give?

0

***

Repeat the first record exactly.
Here is C7H13N3O5 in the gas phase from the OMol25 dataset. Energies are from ωB97M-V/def2-TZVPD.

```
28
Properties=species:S:1:pos:R:3:forces:R:3
O -0.229 -0.611 -2.140 0.488 0.777 0.696
O -2.728 -2.614 0.836 1.140 1.269 -1.093
O -2.402 -1.728 -1.187 -0.627 -0.574 1.085
O -0.126 1.888 -3.807 0.935 -0.213 0.642
O 1.191 0.219 2.057 -1.611 -1.732 2.045
N -0.566 0.178 -0.017 0.570 0.195 0.207
N 1.971 1.549 -0.710 -0.595 0.566 0.044
N 0.562 -0.758 4.032 1.106 0.435 0.573
C 0.379 -0.486 2.736 1.051 1.615 -1.581
C 1.059 1.704 -3.014 0.089 -0.176 0.104
C 0.743 1.568 -1.527 0.153 -0.484 0.233
C -2.073 -1.886 0.096 -1.019 -0.769 0.640
C -0.901 -1.012 2.149 -0.489 0.183 -0.436
C -0.038 0.264 -1.275 -1.013 0.111 -0.234
C -0.814 -1.139 0.619 0.130 -0.253 -0.086
H 1.592 0.784 -3.320 -0.116 0.379 -0.067
H 1.771 1.402 0.289 0.334 -0.072 -0.731
H -1.737 -0.343 2.451 0.478 -0.234 -0.275
H 0.042 -1.820 0.391 -0.438 0.437 0.012
H 1.737 2.553 -3.124 -0.272 -0.017 -0.222
H 0.132 2.429 -1.223 0.007 -0.240 0.001
H 2.606 0.843 -1.042 0.153 -0.293 0.092
H 1.396 -0.356 4.449 -0.294 -0.147 -0.022
H -0.159 0.896 0.618 -0.635 -1.161 -0.519
H -0.478 0.995 -3.869 -0.327 -0.030 -0.157
H -0.076 -1.243 4.644 -0.063 -0.018 -0.449
H -1.155 -1.987 2.574 0.074 0.098 -0.173
H -1.698 -1.292 -1.686 0.793 0.350 -0.330
```
Forces are in eV/Å.

Properties
Relative energy (zero: lowest compared OMol25 entry of this formula, charge and spin): 7.7 kcal/mol
HOMO level: -9.581 eV
Gap between HOMO and LUMO: 9.90 eV
Net charge: 0

***

> Among the records above, which one has the highest net charge?

C7H13N4OS2